Below is 2 unconnected molecules or ions with the total composition C7H12Si at a distorted geometry, with properties calculated with ωB97M-V/def2-TZVPD.

The geometry in XYZ format:
```
20
Properties=species:S:1:pos:R:3:forces:R:3
C -0.67916 -1.47468 -0.16404 -3.14 -0.06 -1.47
C -1.98472 -1.07349 -0.44841 3.13 0.63 2.31
C 0.00215 -0.55022 0.63686 0.88 2.80 1.85
C -0.83070 0.48475 0.92792 0.57 -1.64 -0.97
C -2.12451 0.25520 0.25553 -2.41 2.25 0.47
C 2.17326 0.54335 1.57157 -2.30 -2.25 0.84
C 1.38587 -0.79273 1.14674 1.53 4.06 -4.40
Si 0.05962 1.26983 -2.64777 -1.40 1.88 -1.23
H -0.12172 -2.30768 -0.49448 0.00 -1.20 -0.52
H -2.80709 -1.59097 -0.82561 -0.86 -0.77 -0.96
H -2.28869 1.08712 -0.52220 0.05 -1.05 0.99
H -2.98841 0.41300 1.04679 1.36 -0.70 -1.72
H 2.16358 1.33243 0.82952 0.19 -0.17 -0.11
H 3.10278 0.22875 1.96262 1.54 -0.02 -0.30
H 1.68846 0.85373 2.48991 -0.44 0.70 0.01
H 1.27445 -1.49142 1.84312 0.19 -2.73 3.49
H 1.97011 -1.25499 0.31354 -0.34 0.14 0.52
H -1.34406 0.79375 -2.71204 0.45 -0.05 0.16
H 1.13332 0.53940 -2.11758 0.95 -0.67 0.58
H 0.21545 2.73487 -3.09201 0.07 -1.14 0.45
```
Positions in Å, forces in eV/Å.

Its electronic energy is -563.1506 a.u. For the HOMO-LUMO gap (alpha / beta), the calculation gives 8.20 / 6.27 eV. Its relative energy (zero: lowest compared OMol25 entry of this formula, charge and spin) is 147.5 kcal/mol. The net charge is 0. The value obtained for the LUMO energy (alpha / beta) is -0.325 / -0.726 eV.

---

Below is a single C7H12Si molecule at a distorted geometry, with properties calculated with ωB97M-V/def2-TZVPD.

The geometry in XYZ format:
```
20
Properties=species:S:1:pos:R:3:forces:R:3
Si -2.78567 -0.03718 0.00568 -0.65 1.52 0.12
C -0.99180 -0.36058 0.26671 2.22 1.36 0.77
C -0.19801 -1.44397 0.29703 -3.06 0.68 -0.38
C 1.17280 -1.10503 0.39672 3.92 2.67 0.02
C 1.72712 -0.45937 -0.98270 -2.32 0.78 -0.06
C 0.76093 0.79380 -1.10578 -1.40 0.98 0.04
C 0.12219 0.85534 0.34719 -0.62 -1.25 -0.58
C 1.17213 0.29857 1.25097 1.16 -2.24 0.73
H -3.26908 -0.70987 -1.21070 -0.18 -0.22 0.06
H -2.94903 1.46694 -0.21774 0.30 -0.70 -0.16
H -3.74108 -0.13937 1.16873 0.49 -0.57 -0.28
H -0.56998 -2.43608 0.21554 -0.08 -0.84 -0.13
H 1.74542 -1.90769 0.77339 1.12 -0.70 0.37
H 1.67585 -1.09575 -1.84583 -0.49 -0.60 -0.32
H 2.72900 -0.07761 -1.04384 0.65 -0.02 0.99
H 1.15630 1.74287 -1.56796 0.40 -0.89 1.11
H -0.19244 0.74482 -1.67261 0.90 -0.92 -0.52
H -0.27161 1.73106 0.76660 -0.76 1.65 -0.27
H 0.81678 0.10615 2.30564 0.30 0.26 -1.09
H 2.20440 0.84147 1.30323 -1.90 -0.96 -0.41
```
Positions in Å, forces in eV/Å.

Its electronic energy is -563.3166 a.u. For the HOMO-LUMO gap, the calculation gives 10.19 eV. Its relative energy (zero: lowest compared OMol25 entry of this formula, charge and spin) is 43.3 kcal/mol. The net charge is 0. The value obtained for the LUMO energy is 0.945 eV.

---

Below is a single C7H13B molecule at a distorted geometry, with properties calculated with ωB97M-V/def2-TZVPD.

The geometry in XYZ format:
```
21
Properties=species:S:1:pos:R:3:forces:R:3
B 0.41140 0.20590 1.72907 1.72 1.43 -1.31
C -1.04156 0.75654 1.29421 2.54 0.48 -1.94
C -1.22052 0.57968 -0.23350 0.66 -0.82 0.37
C -1.20265 -0.95259 -0.61995 -2.04 0.45 -0.93
C 0.21595 -1.33196 -1.00277 2.21 -1.47 0.05
C 1.01327 -0.06357 -0.74778 1.18 1.75 -0.29
C 1.73471 0.00895 0.64850 -4.20 -1.31 0.99
C -0.01661 1.14882 -0.92707 1.65 -2.59 0.10
H 0.60634 0.01132 2.86922 -0.02 -0.26 0.58
H -1.14799 1.81102 1.59165 0.03 -0.28 0.17
H -1.62649 0.14476 1.87565 -2.27 -1.14 1.32
H -2.04942 0.98690 -0.75405 -1.47 0.68 0.54
H -1.95311 -1.07754 -1.47440 0.97 -0.17 1.18
H -1.56292 -1.51206 0.26739 0.04 -0.01 -0.74
H 0.55974 -2.08313 -0.22533 -0.18 0.43 -1.16
H 0.55200 -1.77027 -2.05324 -1.53 0.83 2.02
H 1.81488 0.14120 -1.43623 0.27 -0.49 -0.88
H 2.50956 0.75627 0.68208 0.20 0.29 0.22
H 2.11825 -0.99657 0.93929 0.25 0.68 -0.37
H 0.53169 1.92857 -0.44084 -0.41 1.24 0.06
H -0.24654 1.30778 -1.98192 0.39 0.28 0.03
```
Positions in Å, forces in eV/Å.

Its electronic energy is -299.3077 a.u. For the HOMO-LUMO gap, the calculation gives 10.01 eV. Its relative energy (zero: lowest compared OMol25 entry of this formula, charge and spin) is 0.0 kcal/mol. The net charge is 0. The value obtained for the LUMO energy is 0.637 eV.

---

Below is a gas-phase ion, C7H13BrIN4O (charge +1) at a distorted geometry, with properties calculated with ωB97M-V/def2-TZVPD.

The geometry in XYZ format:
```
27
Properties=species:S:1:pos:R:3:forces:R:3
C 2.73214 -1.56457 1.61516 0.44 0.46 -0.54
C 3.04660 -0.12986 1.04565 -0.26 -0.49 -0.13
C 1.80370 0.81543 1.08882 0.45 -0.65 -0.17
I 1.96876 2.37317 2.59456 -0.10 -0.26 -0.35
N 1.48165 1.33988 -0.23116 -0.17 -0.08 0.14
Br 2.77363 2.17444 -1.29294 -0.13 -0.19 0.59
C 0.25717 1.26471 -0.76345 0.53 0.98 -1.36
N -0.01465 1.73002 -2.02174 -1.47 -0.80 0.89
C -1.31903 1.43889 -2.17562 1.09 0.34 -0.48
N -1.84175 0.84993 -1.10979 -0.58 -0.34 -0.29
C -3.20064 0.34058 -0.80003 -1.33 0.00 0.20
O -3.19984 -0.66283 0.15812 0.85 0.17 -0.46
C -2.53653 -1.87254 -0.29894 0.56 0.16 0.33
N -0.84841 0.75439 -0.20189 0.88 -0.09 0.91
H 3.22475 -2.29808 0.94886 -0.11 0.28 0.57
H 3.13029 -1.67434 2.63477 -0.46 -0.12 -0.35
H 1.65179 -1.79994 1.54958 0.50 0.17 0.31
H 3.33713 -0.29122 -0.00977 -0.22 0.41 0.43
H 3.90584 0.34177 1.54610 -0.36 -0.29 -0.15
H 0.94700 0.19436 1.40533 0.34 0.46 -0.12
H -1.87729 1.65321 -3.08945 0.09 -0.15 0.47
H -3.64877 -0.03515 -1.73848 0.37 0.45 0.14
H -3.78882 1.18618 -0.40059 0.21 -0.48 -0.14
H -2.16109 -1.72165 -1.32638 -0.40 -0.40 0.28
H -1.64326 -2.03710 0.33818 -0.54 -0.02 -0.25
H -3.21402 -2.73074 -0.18898 0.20 0.42 -0.24
H -0.96636 0.36107 0.72406 -0.38 0.06 -0.24
```
Positions in Å, forces in eV/Å.

Its electronic energy is -3440.1830 a.u. For the HOMO-LUMO gap, the calculation gives 9.36 eV. Its relative energy (zero: lowest compared OMol25 entry of this formula, charge and spin) is 0.0 kcal/mol. The net charge is +1. The value obtained for the LUMO energy is -3.373 eV.

---

Below is a gas-phase ion, C7H13BrN4 (charge +2) at a distorted geometry, with properties calculated with ωB97M-V/def2-TZVPD.

The geometry in XYZ format:
```
25
Properties=species:S:1:pos:R:3:forces:R:3
C -2.64703 0.39441 -1.06496 1.79 -1.57 0.83
N -1.35413 0.57067 -1.21730 -4.01 0.84 -0.73
N -0.43887 -0.19941 -0.67477 2.35 -2.19 1.73
C -0.55524 -1.80813 -0.16580 -0.18 -0.06 -0.22
C -1.74010 -2.50519 0.88894 3.45 3.08 -1.03
C 0.93032 -1.98458 0.19859 -0.07 -0.66 1.58
C 1.75573 -0.99978 -0.16042 -1.80 1.16 -1.14
Br 3.60432 -0.80358 -0.13786 -0.10 -0.26 0.22
C 0.95664 0.21876 -0.77962 0.03 -0.03 1.78
N 1.28081 1.50957 0.06484 0.47 -0.48 -1.16
C 2.33226 2.25008 -0.35544 -0.82 -1.65 0.46
N 3.07086 3.03206 0.36591 -0.60 -0.09 0.39
H -3.47288 0.91763 -1.53120 0.59 0.45 -0.20
H -2.83162 -0.47262 -0.41453 -0.44 0.61 -0.44
H -1.08467 1.38388 -1.77622 0.51 -0.25 0.01
H -0.67946 -2.40304 -1.08799 -0.19 0.74 -0.03
H -2.73919 -2.09631 0.68722 0.46 -0.76 0.40
H -1.27063 -2.35928 1.85783 -0.93 0.68 0.48
H -1.49052 -3.52043 0.73562 -0.72 -1.30 -0.82
H 1.25604 -2.87750 0.84797 -0.55 1.32 -1.44
H 1.21339 0.54012 -1.78937 0.21 -0.38 -0.16
H 0.87596 1.56327 1.00942 0.60 0.01 -0.45
H 2.66611 2.06640 -1.38307 -0.37 0.39 0.19
H 3.69915 3.68796 0.00318 1.15 0.74 -1.46
H 3.09598 3.11936 1.35205 -0.84 -0.34 1.21
```
Positions in Å, forces in eV/Å.

Its electronic energy is -3066.8287 a.u. For the HOMO-LUMO gap, the calculation gives 8.78 eV. Its relative energy (zero: lowest compared OMol25 entry of this formula, charge and spin) is 43.6 kcal/mol. The net charge is +2. The value obtained for the LUMO energy is -7.620 eV.

---

Below is a molecular structure, C7H13ClFeNO4 at a distorted geometry, with properties calculated with ωB97M-V/def2-TZVPD.

The geometry in XYZ format:
```
27
Properties=species:S:1:pos:R:3:forces:R:3
Fe -4.47575 0.79602 -1.07315 2.31 -1.23 -0.75
Cl -2.60556 -0.32394 -1.75555 -2.30 1.27 0.77
C 0.61127 -2.32569 -0.82847 0.15 -0.39 0.57
C -0.20803 -2.16316 0.44810 0.53 0.06 0.07
C -0.86359 -3.47335 0.93380 -0.14 0.37 -0.75
O -0.08047 -3.87815 2.03359 -0.09 -0.36 0.14
C 0.74412 -2.88834 2.41804 0.42 0.21 0.69
O 1.42944 -2.90351 3.39119 -0.30 -0.05 -0.54
O 0.66684 -1.85831 1.55006 0.01 0.43 -0.31
H 1.07309 -1.39517 -1.15073 -0.06 0.07 0.03
H 0.01608 -2.74936 -1.63750 -0.08 0.09 -0.01
H 1.40955 -3.03257 -0.58844 0.04 -0.01 -0.25
H -0.87187 -1.30454 0.34705 -0.29 -0.21 0.18
H -0.79281 -4.22272 0.14371 -0.19 -0.12 0.20
H -1.89913 -3.33353 1.24975 0.03 -0.11 0.00
C 0.61879 3.66331 0.89552 -0.41 0.50 0.72
O -0.29346 4.29682 1.39507 0.16 -0.18 -0.04
N 0.53859 3.06380 -0.30035 0.18 -0.97 -0.97
C -0.69296 3.03629 -1.03286 -0.63 0.11 -0.63
C 1.59814 2.24006 -0.87817 -0.02 0.90 -0.08
H 1.58996 3.53097 1.39248 0.08 0.02 -0.05
H -1.32044 3.90119 -0.82960 0.08 -0.05 0.41
H -1.24968 2.10317 -0.86823 -0.10 0.01 0.40
H -0.55138 3.03415 -2.11808 0.54 0.13 0.08
H 1.81599 2.68690 -1.85143 0.19 -0.37 -0.09
H 2.50501 2.29695 -0.28084 -0.08 -0.08 0.14
H 1.28826 1.20273 -1.00494 -0.02 -0.04 0.08
```
Positions in Å, forces in eV/Å.

Its electronic energy is -2353.7932 a.u. For the HOMO-LUMO gap (alpha / beta), the calculation gives 3.70 / 3.37 eV. Its multiplicity is 5. The net charge is +1. The value obtained for the LUMO energy (alpha / beta) is -8.279 / -8.564 eV.

---

Below is a single C7H13F molecule at a distorted geometry, with properties calculated with ωB97M-V/def2-TZVPD.

The geometry in XYZ format:
```
21
Properties=species:S:1:pos:R:3:forces:R:3
C 1.56069 2.11956 -0.22824 -1.32 -0.16 -0.17
C 1.63621 0.61852 -0.12024 -0.31 0.10 -0.03
C 0.62830 -0.25530 -0.08877 0.42 0.02 0.00
C 0.93457 -1.72944 0.06155 -0.81 -0.15 -0.15
F 2.27347 -1.96412 0.28658 0.20 -0.10 -0.02
C -0.83662 0.11178 -0.13839 -0.36 -0.10 -0.05
C -1.42719 0.20968 1.28240 -0.70 0.01 0.03
C -1.66641 -0.85381 -0.99953 0.52 -0.27 0.01
H 2.11854 2.46394 -1.09553 0.04 0.09 -0.11
H 2.00578 2.57222 0.64623 0.18 0.19 0.28
H 0.50482 2.50344 -0.30319 1.07 -0.37 0.03
H 2.63685 0.21623 -0.04148 0.10 -0.03 -0.01
H 0.62628 -2.30264 -0.83809 0.27 0.32 0.36
H 0.37228 -2.15386 0.91109 0.18 0.13 -0.17
H -0.93123 1.08185 -0.62727 0.09 0.12 0.16
H -2.51104 0.48418 1.25293 0.80 -0.07 -0.08
H -1.39326 -0.76468 1.79837 0.17 0.31 -0.14
H -0.89706 0.95606 1.88897 -0.11 -0.24 -0.15
H -2.68265 -0.49927 -1.09485 -0.30 0.13 -0.01
H -1.70662 -1.84653 -0.54488 -0.05 -0.02 -0.02
H -1.24573 -0.96780 -2.00768 -0.07 0.08 0.21
```
Positions in Å, forces in eV/Å.

Its electronic energy is -374.3596 a.u. For the HOMO-LUMO gap, the calculation gives 10.10 eV. Its relative energy (zero: lowest compared OMol25 entry of this formula, charge and spin) is 0.0 kcal/mol. The net charge is 0. The value obtained for the LUMO energy is 1.022 eV.

---

Below is a single C7H13N molecule at a distorted geometry, with properties calculated with ωB97M-V/def2-TZVPD.

The geometry in XYZ format:
```
21
Properties=species:S:1:pos:R:3:forces:R:3
C 0.53488 2.65323 -2.25894 -0.86 -1.33 -1.46
C -0.22081 2.39509 -0.96557 1.67 -0.56 -1.35
C 0.51030 1.78616 -0.04386 -0.50 1.77 1.58
C -0.09956 1.31555 1.22113 -1.13 -2.90 0.37
N -0.73454 0.00279 0.80838 -0.10 1.39 1.65
C -0.25087 -1.23161 1.15506 0.50 -0.98 -0.85
C -0.32637 -2.31331 0.36182 -0.92 -1.97 -0.19
C 0.05424 -3.73735 0.73796 1.04 0.32 1.39
H 1.01492 1.63932 -2.60918 -1.13 2.01 0.23
H 1.34847 3.34634 -2.17456 0.40 0.46 0.32
H -0.17542 3.08785 -3.01314 0.86 -0.69 0.30
H -1.30284 2.49949 -0.99413 0.17 0.08 0.50
H 1.59627 1.73755 -0.11618 -0.23 -0.26 -0.34
H -0.90901 1.90411 1.69282 0.66 0.23 -0.48
H 0.59048 0.97744 1.99976 0.21 0.67 -0.11
H -1.40734 0.15124 0.08277 0.02 -0.68 -0.34
H 0.27942 -1.38251 2.12379 -0.36 0.65 -0.74
H -0.96942 -2.47172 -0.52369 0.38 1.45 0.09
H -0.83774 -4.35529 0.90911 0.12 0.19 0.31
H 0.71663 -3.72422 1.66650 -0.86 -0.33 -1.05
H 0.58830 -4.28015 -0.05988 0.05 0.50 0.17
```
Positions in Å, forces in eV/Å.

Its electronic energy is -329.1794 a.u. For the HOMO-LUMO gap, the calculation gives 8.48 eV. Its relative energy (zero: lowest compared OMol25 entry of this formula, charge and spin) is 57.8 kcal/mol. The net charge is 0. The value obtained for the LUMO energy is 1.150 eV.